1.
The following is a quantum chemistry calculation of 2 unconnected molecules or ions with the total composition C3H9O3PS in a non-equilibrium geometry, from the Open Molecules 2025 dataset.

The calculation puts the HOMO-LUMO gap (spin up / spin down) at 7.1 / 6.7 eV. The value obtained for the maximum force is 4.7 eV Å⁻¹. The expectation value of S² is 2.01. Its total energy is -1084.818397 Ha. The value obtained for the molar mass is 156.1 g/mol. The value obtained for the LUMO energy (spin up / spin down) is 0.68 / -2.34 eV.

ORCA input file:
```
! RIJCOSX wB97M-V def2-TZVPD def2/J DEFGRID3
* xyz 0 3
C 2.94 0.69 0.13
C -0.81 1.01 -1.28
C -1.20 -2.08 0.02
O -0.58 0.20 1.32
O -2.10 1.32 -1.03
O -1.97 -2.04 1.16
P -0.39 -0.40 0.03
S 2.51 -0.96 -0.47
H 1.97 1.19 0.31
H 3.48 1.23 -0.60
H 3.49 0.58 1.03
H -0.78 0.46 -2.21
H -0.11 1.80 -1.27
H -0.38 -2.94 0.04
H -1.74 -2.20 -0.96
H -2.16 1.57 -0.09
H -1.45 -2.11 1.96
*
```

2.
The following is a quantum chemistry calculation of C5H13N in the gas phase, from the Open Molecules 2025 dataset.

The calculation puts the HOMO-LUMO gap at 10.2 eV. The value obtained for the maximum force is 0.9 eV Å⁻¹. As for the SMILES: CC(C)[C@@H](C)N. Its total energy is -253.058402 Ha. The value obtained for the molar mass is 87.2 g/mol. The value obtained for the LUMO energy is 1.13 eV.

ORCA input file:
```
! RIJCOSX wB97M-V def2-TZVPD def2/J DEFGRID3
* xyz 0 1
C 1.64 -0.42 -0.99
C 0.62 -0.42 0.15
C 1.02 0.55 1.26
C -0.81 -0.20 -0.39
C -1.87 -0.50 0.65
N -0.98 1.14 -0.89
H 1.45 -1.23 -1.70
H 1.67 0.54 -1.51
H 2.63 -0.59 -0.59
H 0.59 -1.44 0.56
H 0.20 0.75 1.93
H 1.36 1.52 0.89
H 1.84 0.14 1.86
H -0.90 -0.99 -1.16
H -1.93 -1.54 0.95
H -2.85 -0.20 0.29
H -1.72 0.12 1.54
H -1.80 1.25 -1.48
H -0.17 1.51 -1.36
*
```

3.
The following is a quantum chemistry calculation of a gas-phase ion, C2H4N4 (charge +2) in a non-equilibrium geometry, from the Open Molecules 2025 dataset.

The calculation puts the HOMO-LUMO gap (spin up / spin down) at 7.8 / 7.8 eV. The value obtained for the maximum force is 3.5 eV Å⁻¹. Its total energy is -296.729958 Ha. The value obtained for the molar mass is 84.1 g/mol. The value obtained for the LUMO energy (spin up / spin down) is -13.91 / -13.91 eV.

ORCA input file:
```
! RIJCOSX wB97M-V def2-TZVPD def2/J DEFGRID3
* xyz 2 1
C 1.28 1.11 0.05
C -0.45 -0.36 0.16
N 1.83 -0.10 -0.18
N 1.15 -1.07 0.03
N -0.06 0.98 0.02
N -1.42 -1.12 -0.10
H 2.02 1.90 -0.05
H -0.70 1.71 0.45
H -1.40 -1.99 0.31
H -2.25 -1.05 -0.70
*
```

4.
The following is a quantum chemistry calculation of C4H8N2 in the gas phase in a non-equilibrium geometry, from the Open Molecules 2025 dataset.

The calculation puts the HOMO-LUMO gap at 9.9 eV. The value obtained for the maximum force is 1.1 eV Å⁻¹. As for the SMILES: CN(C)CC#N. Its total energy is -266.687307 Ha. The value obtained for the molar mass is 84.1 g/mol. The value obtained for the LUMO energy is 0.84 eV.

ORCA input file:
```
! RIJCOSX wB97M-V def2-TZVPD def2/J DEFGRID3
* xyz 0 1
C -0.79 0.12 1.15
N 0.18 -0.48 0.26
C 1.52 0.01 0.47
C -0.23 -0.53 -1.14
C -1.20 0.51 -1.57
N -2.00 1.28 -1.89
H -0.40 0.07 2.17
H -1.74 -0.44 1.12
H -1.01 1.17 0.92
H 1.64 1.09 0.28
H 2.22 -0.54 -0.18
H 1.81 -0.19 1.50
H -0.69 -1.49 -1.38
H 0.65 -0.43 -1.78
*
```

5.
The following is a quantum chemistry calculation of a molecular structure, C44H39As2N2OS2SeY, from the Open Molecules 2025 dataset.

The calculation puts the HOMO-LUMO gap at 7.8 eV. The value obtained for the maximum force is 0.7 eV Å⁻¹. Its total energy is -9592.144003 Ha. The value obtained for the molar mass is 993.7 g/mol. The value obtained for the LUMO energy is -5.36 eV.

ORCA input file:
```
! RIJCOSX wB97M-V def2-TZVPD def2/J DEFGRID3
* xyz 2 1
Y 1.13 0.90 0.00
Se 2.75 0.74 -2.11
C 3.68 0.73 -0.44
C 4.40 -0.38 0.00
C 5.03 -0.30 1.24
N 4.98 0.76 2.04
C 4.29 1.82 1.62
C 3.62 1.85 0.40
H 4.48 -1.27 -0.60
H 5.61 -1.15 1.60
H 4.26 2.68 2.28
H 3.08 2.75 0.09
O -0.95 0.70 -0.23
As -2.07 1.63 0.66
C -0.87 2.47 1.90
C -0.64 3.82 2.12
C 0.42 4.22 2.92
C 1.27 3.28 3.49
C 1.02 1.92 3.31
C -0.05 1.52 2.53
C -3.15 0.43 1.65
C -3.12 -0.92 1.34
C -3.94 -1.78 2.06
C -4.75 -1.29 3.07
C -4.76 0.06 3.38
C -3.96 0.94 2.67
C -3.17 2.71 -0.45
C -2.96 4.07 -0.66
C -3.84 4.76 -1.48
C -4.90 4.10 -2.08
C -5.10 2.74 -1.88
C -4.23 2.04 -1.05
H -1.27 4.58 1.66
H 0.60 5.28 3.09
H 2.10 3.60 4.11
H 1.63 1.19 3.82
H -0.31 0.46 2.47
H -2.49 -1.29 0.55
H -3.94 -2.84 1.83
H -5.39 -1.97 3.63
H -5.40 0.44 4.17
H -3.97 2.00 2.90
H -2.12 4.58 -0.24
H -3.70 5.82 -1.65
H -5.59 4.65 -2.72
H -5.92 2.23 -2.35
H -4.40 0.99 -0.87
S 0.67 3.60 -0.73
C 1.07 3.63 -2.39
N 2.17 4.13 -2.88
C 2.43 3.91 -4.31
C 1.06 3.68 -4.94
S 0.01 3.02 -3.60
H 2.90 4.45 -2.25
H 3.07 3.03 -4.40
H 2.94 4.77 -4.74
H 1.11 2.97 -5.76
H 0.62 4.61 -5.30
C 4.84 -4.61 -0.47
C 4.05 -4.49 -1.60
C 2.87 -3.76 -1.55
C 2.48 -3.15 -0.36
C 3.29 -3.27 0.77
C 4.46 -4.00 0.71
As 0.86 -2.09 -0.25
C 0.01 -2.85 1.33
C 0.39 -2.32 2.56
C -0.15 -2.81 3.74
C -1.09 -3.84 3.70
C -1.48 -4.36 2.47
C -0.94 -3.86 1.29
C -0.20 -2.66 -1.76
C -0.34 -4.01 -2.05
C -1.10 -4.40 -3.15
C -1.71 -3.45 -3.95
C -1.56 -2.10 -3.66
C -0.80 -1.70 -2.56
H 5.76 -5.19 -0.51
H 4.34 -4.97 -2.53
H 2.26 -3.66 -2.44
H 2.99 -2.81 1.70
H 5.08 -4.09 1.60
H 1.15 -1.54 2.62
H 0.16 -2.41 4.70
H -1.51 -4.23 4.61
H -2.20 -5.16 2.43
H -1.26 -4.27 0.34
H 0.14 -4.76 -1.44
H -1.21 -5.46 -3.37
H -2.30 -3.75 -4.80
H -2.03 -1.35 -4.29
H -0.71 -0.65 -2.34
*
```

6.
The following is a quantum chemistry calculation of a molecular structure, C21H26MnN5OS5, from the Open Molecules 2025 dataset.

The calculation puts the HOMO-LUMO gap (spin up / spin down) at 5.7 / 7.1 eV. The value obtained for the maximum force is 0.8 eV Å⁻¹. The expectation value of S² is 6.13. Its total energy is -4306.877088 Ha. The value obtained for the molar mass is 579.7 g/mol. The value obtained for the LUMO energy (spin up / spin down) is -1.21 / 0.12 eV.

ORCA input file:
```
! RIJCOSX wB97M-V def2-TZVPD def2/J DEFGRID3
* xyz 0 5
Mn 0.42 -0.27 -0.68
C 1.05 -3.07 0.63
N 1.75 -1.77 0.56
C 3.10 -1.99 0.02
C 1.86 -1.13 1.87
C 2.49 -1.78 2.92
C 2.71 -1.14 4.13
C 2.32 0.19 4.26
C 1.69 0.85 3.21
C 1.41 0.19 2.01
N 0.75 0.78 0.94
C -0.30 1.68 1.12
C -1.02 1.87 2.30
C -2.11 2.72 2.36
C -2.54 3.40 1.23
C -1.86 3.20 0.03
C -0.78 2.34 -0.04
N -0.11 2.02 -1.27
C -0.96 2.01 -2.46
C 1.02 2.95 -1.47
H 1.60 -3.78 1.25
H 0.06 -2.92 1.05
H 0.96 -3.47 -0.38
H 3.66 -2.67 0.68
H 3.02 -2.42 -0.97
H 3.63 -1.04 -0.05
H 2.82 -2.81 2.80
H 3.19 -1.65 4.95
H 2.52 0.73 5.17
H 1.42 1.89 3.32
H -0.74 1.31 3.19
H -2.64 2.84 3.29
H -3.38 4.08 1.27
H -2.19 3.70 -0.87
H -1.30 3.01 -2.74
H -0.39 1.58 -3.28
H -1.84 1.38 -2.28
H 0.64 3.98 -1.56
H 1.68 2.89 -0.61
H 1.56 2.68 -2.36
S 3.29 -3.83 -6.38
C 2.60 -2.96 -5.17
S 3.37 -1.61 -4.40
C 2.09 -1.22 -3.28
C 1.01 -2.01 -3.34
S -0.38 -1.73 -2.30
S 1.04 -3.30 -4.51
S 2.21 0.15 -2.20
C -4.85 0.20 -0.02
N -3.41 0.25 0.12
C -2.59 -0.78 -0.12
N -3.09 -1.94 -0.59
O -1.37 -0.66 0.15
H -5.24 1.21 0.13
H -5.32 -0.46 0.72
H -5.14 -0.11 -1.02
H -2.98 1.02 0.60
H -4.02 -1.98 -0.96
H -2.40 -2.57 -0.99
*
```

7.
The following is a quantum chemistry calculation of 5 unconnected molecules or ions with the total composition C29H58BBr2F9N5O5S in a non-equilibrium geometry, from the Open Molecules 2025 dataset.

The calculation puts the HOMO-LUMO gap at 6.0 eV. The value obtained for the maximum force is 5.6 eV Å⁻¹. Its total energy is -8259.085116 Ha. The value obtained for the molar mass is 930.5 g/mol. The value obtained for the LUMO energy is -4.55 eV.

ORCA input file:
```
! RIJCOSX wB97M-V def2-TZVPD def2/J DEFGRID3
* xyz 1 1
C 4.81 1.37 4.22
B 4.10 2.48 3.28
O 4.72 3.77 3.11
N 2.77 2.25 2.57
C 2.65 1.35 1.45
C 1.32 1.12 0.70
C 0.06 1.91 1.19
C 0.21 2.91 2.37
C -0.97 3.82 2.95
C -2.44 3.13 2.77
C -3.59 3.92 3.59
F -3.14 5.18 4.10
F -4.55 4.30 2.57
C -4.41 3.04 4.62
F -5.12 2.01 3.91
F -5.46 3.89 5.14
S -3.51 2.28 6.05
F -2.98 0.96 5.19
F -2.12 3.15 5.84
F -4.15 3.48 7.07
F -4.91 1.39 6.41
F -2.82 1.60 7.41
C 1.63 3.01 3.04
C 1.84 3.98 4.30
Br 1.84 3.07 6.09
C 2.01 5.38 4.18
C 2.18 6.22 5.56
Br 2.00 6.24 2.40
H 5.51 1.94 4.94
H 5.47 0.67 3.59
H 4.08 0.80 4.89
H 5.17 4.01 3.96
H 3.58 0.77 1.11
H 1.30 0.40 -0.18
H -0.94 1.76 0.66
H -0.79 4.21 4.00
H -1.00 4.76 2.27
H -2.40 2.02 2.98
H -2.66 3.22 1.63
H 3.11 5.85 6.09
H 1.25 6.00 6.20
H 2.20 7.33 5.29
C 3.97 -3.25 -0.08
C 3.91 -1.92 -0.83
C 4.52 -1.98 -2.24
O 5.94 -1.97 -2.26
C 6.54 -3.24 -2.04
N 4.54 -0.88 -0.01
H 4.97 -3.47 0.30
H 3.30 -3.23 0.79
H 3.66 -4.07 -0.72
H 2.85 -1.67 -0.94
H 4.21 -1.08 -2.78
H 4.13 -2.83 -2.82
H 5.95 -4.06 -2.47
H 6.70 -3.40 -0.97
H 7.52 -3.24 -2.52
H 4.41 0.02 -0.47
H 5.55 -1.03 -0.06
C -1.70 -3.98 -2.60
C -0.24 -3.67 -2.92
C 0.74 -4.77 -2.46
O 1.00 -4.78 -1.06
C 0.02 -5.44 -0.28
N 0.11 -2.36 -2.33
H -1.94 -3.84 -1.55
H -2.36 -3.32 -3.17
H -1.94 -5.01 -2.87
H -0.15 -3.59 -4.01
H 1.71 -4.58 -2.94
H 0.42 -5.76 -2.80
H -0.41 -6.30 -0.80
H -0.77 -4.74 0.01
H 0.50 -5.80 0.63
H 1.06 -2.12 -2.63
H 0.20 -2.50 -1.33
C -7.55 8.02 -0.31
C -6.40 7.51 0.56
C -5.01 7.85 -0.01
O -4.60 7.03 -1.10
C -5.12 7.43 -2.36
N -6.56 6.07 0.77
H -7.70 7.41 -1.21
H -8.49 7.99 0.25
H -7.38 9.05 -0.62
H -6.49 8.01 1.53
H -4.27 7.67 0.78
H -4.93 8.91 -0.27
H -5.21 8.51 -2.44
H -6.08 6.95 -2.54
H -4.43 7.08 -3.13
H -5.85 5.75 1.42
H -6.31 5.61 -0.11
C 1.11 -10.09 -5.99
C 2.01 -8.99 -5.44
C 1.24 -7.86 -4.72
O 0.58 -6.94 -5.60
C -0.68 -7.38 -6.08
N 2.84 -8.46 -6.53
H 0.58 -9.78 -6.90
H 1.70 -10.97 -6.24
H 0.36 -10.39 -5.25
H 2.67 -9.45 -4.70
H 1.96 -7.26 -4.16
H 0.53 -8.26 -3.98
H -1.22 -7.97 -5.33
H -0.55 -7.96 -7.00
H -1.27 -6.50 -6.32
H 3.51 -7.80 -6.14
H 2.24 -7.88 -7.12
*
```

8.
The following is a quantum chemistry calculation of a molecular structure, C11H20O5 in a non-equilibrium geometry, from the Open Molecules 2025 dataset.

The calculation puts the HOMO-LUMO gap at 8.9 eV. The value obtained for the maximum force is 16.3 eV Å⁻¹. Its total energy is -806.884225 Ha. The value obtained for the molar mass is 232.3 g/mol. The value obtained for the LUMO energy is 0.64 eV.

ORCA input file:
```
! RIJCOSX wB97M-V def2-TZVPD def2/J DEFGRID3
* xyz 0 1
C 2.86 -1.28 -1.49
C 1.57 -2.02 -1.19
C 0.49 -2.11 -2.33
H -0.01 -3.05 -2.35
C -0.23 -0.85 -2.38
H 0.18 -0.15 -2.80
H -1.10 -1.25 -2.40
C -0.17 -0.66 -0.79
O 0.34 0.62 -0.69
C 0.77 1.10 0.71
C -0.61 0.82 1.73
C -1.19 -0.54 1.50
O -2.15 -0.48 2.22
H -2.90 0.07 2.24
C -1.46 -0.73 0.00
O -1.87 -2.11 0.01
H -2.19 -2.19 0.81
H -1.98 -0.02 -0.27
H -0.50 -1.12 1.99
H -0.13 1.10 2.77
H -1.27 1.68 1.25
C 1.37 2.27 0.74
H 2.14 2.35 0.07
H 1.73 2.64 1.75
C 0.07 3.49 -0.03
O -0.68 3.98 1.02
H -0.06 4.39 1.66
H 0.76 4.33 -0.23
H -0.08 2.96 -0.75
H 1.58 0.39 1.15
O 0.71 -1.62 -0.17
H 1.05 -2.19 -3.51
H 1.88 -3.14 -0.87
H 3.48 -1.71 -2.47
H 2.56 -0.30 -1.91
H 3.30 -1.27 -0.55
*
```

9.
The following is a quantum chemistry calculation of 2 unconnected molecules or ions with the total composition C19H17Cl6NO in a non-equilibrium geometry, from the Open Molecules 2025 dataset.

The calculation puts the HOMO-LUMO gap at 5.9 eV. The value obtained for the maximum force is 2.5 eV Å⁻¹. As for the SMILES: O=C1C(Cl)=C(Cl)C(Cl)=C(Cl)C1(Cl)Cl.C=C(c1ccccc1)N1CCCCC1. Its total energy is -3625.302679 Ha. The value obtained for the molar mass is 488.1 g/mol. The value obtained for the LUMO energy is -1.79 eV.

ORCA input file:
```
! RIJCOSX wB97M-V def2-TZVPD def2/J DEFGRID3
* xyz 0 1
O -2.54 3.71 0.29
C -3.65 3.61 -0.19
C -3.98 4.22 -1.45
Cl -2.73 5.07 -2.30
C -5.23 4.13 -1.99
Cl -5.56 4.88 -3.50
C -6.26 3.43 -1.31
Cl -7.85 3.34 -2.03
C -6.04 2.82 -0.12
Cl -7.33 1.99 0.66
C -4.71 2.85 0.55
Cl -4.11 1.22 0.74
Cl -4.88 3.60 2.12
C -3.17 -2.20 1.12
C -2.03 -2.04 0.44
C -1.78 -2.93 -0.71
C -2.29 -2.63 -1.97
C -2.03 -3.45 -3.05
C -1.25 -4.58 -2.88
C -0.75 -4.90 -1.63
C -1.02 -4.08 -0.56
N -1.01 -1.12 0.82
C -0.89 -0.70 2.24
C 0.01 0.52 2.45
C 1.37 0.34 1.76
C 1.17 0.06 0.26
C 0.27 -1.17 0.05
H -3.87 -2.96 0.82
H -3.43 -1.63 1.99
H -2.90 -1.75 -2.09
H -2.42 -3.21 -4.02
H -1.03 -5.21 -3.73
H -0.14 -5.78 -1.50
H -0.64 -4.32 0.42
H -0.51 -1.56 2.80
H -1.89 -0.50 2.62
H 0.15 0.73 3.52
H -0.48 1.41 2.04
H 2.02 1.22 1.91
H 1.91 -0.50 2.21
H 0.71 0.94 -0.21
H 2.13 -0.06 -0.25
H 0.80 -2.08 0.34
H 0.02 -1.29 -1.01
*
```

10.
The following is a quantum chemistry calculation of a molecular structure, C18H15Cl5N3O4PbS in a non-equilibrium geometry, from the Open Molecules 2025 dataset.

The calculation puts the HOMO-LUMO gap (spin up / spin down) at 3.5 / 5.2 eV. The value obtained for the maximum force is 4.6 eV Å⁻¹. Its total energy is -4051.804658 Ha. The value obtained for the molar mass is 753.9 g/mol. The value obtained for the LUMO energy (spin up / spin down) is -8.43 / -6.66 eV.

ORCA input file:
```
! RIJCOSX wB97M-V def2-TZVPD def2/J DEFGRID3
* xyz 1 1
Pb 10.33 11.44 4.12
O 8.24 7.63 5.59
C 9.01 8.59 5.22
O 8.62 9.71 4.64
C 10.52 8.38 5.38
C 11.00 7.16 5.90
C 12.34 7.13 6.22
C 13.19 8.14 5.83
C 12.63 9.33 5.34
N 11.36 9.34 5.06
C 13.44 10.63 5.06
O 14.66 10.66 5.31
O 12.76 11.59 4.52
H 10.31 6.32 6.10
H 12.81 6.30 6.76
H 14.29 8.19 5.96
Cl 11.51 14.90 3.57
C 9.81 14.88 3.55
C 9.11 13.65 3.46
C 7.74 13.61 3.36
Cl 6.90 12.19 2.77
C 6.97 14.80 3.67
Cl 5.29 14.76 4.03
C 7.66 16.05 3.77
Cl 6.84 17.49 4.11
C 9.09 16.07 3.70
Cl 9.91 17.57 3.60
C 8.19 15.03 8.32
C 7.89 14.56 6.87
N 7.32 13.25 6.84
C 7.96 12.06 6.77
S 9.66 11.95 6.94
N 7.16 10.96 6.66
C 5.70 10.90 6.63
C 5.25 9.62 5.96
H 8.66 16.03 8.32
H 8.89 14.28 8.69
H 7.27 15.10 8.94
H 8.82 14.54 6.28
H 7.29 15.30 6.30
H 6.37 13.26 6.44
H 7.68 10.18 6.28
H 5.44 11.81 5.99
H 5.36 11.05 7.66
H 5.91 9.36 5.12
H 4.20 9.73 5.65
H 5.26 8.75 6.68
*
```

11.
The following is a quantum chemistry calculation of a gas-phase ion, C3H6NO2 (charge -1) in a non-equilibrium geometry, from the Open Molecules 2025 dataset.

The calculation puts the HOMO-LUMO gap at 6.9 eV. The value obtained for the maximum force is 1.6 eV Å⁻¹. As for the SMILES: O=CCNC[O-]. Its total energy is -323.115598 Ha. The value obtained for the molar mass is 88.1 g/mol. The value obtained for the LUMO energy is 4.18 eV.

ORCA input file:
```
! RIJCOSX wB97M-V def2-TZVPD def2/J DEFGRID3
* xyz -1 1
O 2.60 0.09 -1.25
C 1.48 0.43 -0.94
C 0.81 0.33 0.42
N -0.12 -0.80 0.41
C -1.57 -0.27 0.37
O -1.77 1.00 0.05
H 0.73 0.59 -1.74
H 1.54 0.31 1.25
H 0.22 1.21 0.69
H 0.12 -1.40 -0.37
H -2.07 -1.01 -0.29
H -1.97 -0.48 1.40
*
```